The following is a quantum chemistry calculation of C5H11NOS as an isolated structure in a non-equilibrium geometry, from OMol25.

Properties
Highest occupied orbital energy: -0.3283 Ha
Spin multiplicity: 1
Max |F|: 0.10598 Eh/bohr

Each line ends with the Löwdin charge.
CARTESIAN COORDINATES (ANGSTROEM)
C  -1.134398  2.036408  0.227478  -0.08
C  0.007260  0.885245  0.171698  -0.44
C  -0.303264  -0.483227  -0.123439  -0.76
C  0.853424  -1.281002  -0.646812  -0.28
C  -1.243484  -1.184792  0.838276  -0.41
H  -1.431027  2.375572  -0.979525  0.12
H  -0.629093  2.992792  1.034070  0.15
H  -2.336120  1.316680  0.616858  0.15
H  0.810803  0.980163  0.973984  0.15
H  0.221515  1.716409  -1.599508  0.09
H  0.556319  -2.384641  -0.326311  0.14
H  1.225210  -1.256575  -1.733433  0.14
H  2.565294  -0.206517  -0.153481  0.10
H  2.495869  -1.934623  0.344796  0.07
H  -1.789167  -0.741307  1.746933  0.11
H  -0.888829  -2.104616  1.133212  0.03
N  2.006435  -1.028397  0.257088  -0.03
O  0.908827  1.323812  -0.971780  -0.14
S  -1.895569  -1.021381  -0.810096  0.87

Cartesian forces (eV/Å) of the 2 atoms listed first:
-1.256 -1.196 0.630
1.931 4.945 -1.230

***

The following is a quantum chemistry calculation of a 11-piece molecular cluster, C44H88O29 overall in a non-equilibrium geometry, from OMol25.

Properties
Highest occupied orbital energy: -0.3506 Ha
Spin multiplicity: 1
Max |F|: 0.08953 Eh/bohr
SMILES: CCOC(=O)OC.CCOC(=O)OC.CCOC(=O)OC.CCOC(=O)OC.CCOC(=O)OC.CCOC(=O)OC.CCOC(=O)OC.CCOC(=O)OC.CCOC(=O)OC.C1CCOC1.C1CCOC1

Each line ends with the Löwdin charge.
CARTESIAN COORDINATES (ANGSTROEM)
C  -24.400614  -16.822399  -3.316677  -0.05
C  -23.554064  -17.745857  -2.346601  -0.20
O  -24.304357  -18.928239  -2.247021  0.01
C  -23.950937  -20.020131  -1.554881  -0.54
O  -22.914883  -20.137897  -0.928056  0.12
O  -24.949275  -20.951460  -1.640711  -0.01
C  -24.808347  -22.166063  -0.963979  -0.07
H  -24.351718  -17.230511  -4.326208  0.07
H  -24.073172  -15.783513  -3.356681  0.07
H  -25.459029  -16.853267  -3.057982  0.07
H  -23.465028  -17.325839  -1.344722  0.12
H  -22.536955  -17.867404  -2.719176  0.12
H  -25.439428  -22.959084  -1.365182  0.09
H  -25.080568  -21.881227  0.052316  0.10
H  -23.855168  -22.694550  -0.980361  0.09
C  -28.881559  -9.697304  -2.963182  -0.05
C  -29.748637  -9.272318  -4.173462  -0.26
O  -29.123737  -9.526982  -5.363479  0.02
C  -29.411442  -10.628946  -6.120907  -0.46
O  -30.333302  -11.387049  -5.925287  0.13
O  -28.552084  -10.649654  -7.255728  -0.05
C  -28.567986  -11.733100  -8.115872  -0.09
H  -29.250897  -9.380023  -1.987973  0.07
H  -27.833552  -9.417061  -3.069222  0.08
H  -29.031456  -10.774406  -2.889160  0.07
H  -29.849560  -8.189231  -4.103933  0.12
H  -30.766857  -9.659124  -4.132068  0.12
H  -28.592640  -12.612013  -7.471673  0.10
H  -27.789273  -11.809103  -8.874769  0.10
H  -29.516625  -11.584003  -8.631584  0.10
C  -21.811014  -8.031053  -1.077981  -0.06
C  -21.758084  -6.497026  -0.931457  -0.18
O  -21.010389  -6.357859  0.273508  0.00
C  -21.598488  -6.191495  1.466711  -0.54
O  -22.833439  -6.176388  1.774680  0.05
O  -20.627256  -5.908597  2.316454  0.00
C  -20.957084  -5.285424  3.579073  -0.02
H  -20.817687  -8.464869  -1.192858  0.07
H  -22.438251  -8.291467  -1.930540  0.07
H  -22.172333  -8.537926  -0.183204  0.08
H  -22.752531  -6.068407  -0.807113  0.12
H  -21.236135  -5.964432  -1.726437  0.12
H  -20.252574  -5.756359  4.264630  0.09
H  -21.969660  -5.366355  3.974339  0.09
H  -20.671222  -4.233718  3.561227  0.09
C  -32.069358  -11.783942  3.468997  -0.08
C  -31.119865  -11.580681  4.618382  -0.23
O  -29.859834  -11.923911  4.108647  0.06
C  -28.771463  -11.693347  4.760693  -0.56
O  -28.702423  -11.340834  5.955945  0.09
O  -27.698769  -11.942016  3.957860  -0.01
C  -26.391166  -11.975893  4.506441  -0.06
H  -33.095682  -11.663660  3.815819  0.08
H  -32.006908  -12.811194  3.109885  0.08
H  -31.915921  -11.101605  2.632954  0.08
H  -31.385697  -12.190277  5.481986  0.13
H  -31.343386  -10.558226  4.922908  0.13
H  -25.723939  -12.271728  3.696878  0.09
H  -26.333776  -12.574587  5.415495  0.10
H  -25.974773  -11.003511  4.769473  0.09
C  -20.180942  0.904548  -7.421317  -0.04
C  -21.575092  0.739554  -8.192922  -0.18
O  -21.859617  -0.424213  -8.976185  0.03
C  -22.187986  -1.562067  -8.354160  -0.52
O  -22.061507  -1.866360  -7.175378  0.11
O  -22.391340  -2.515931  -9.352487  -0.03
C  -22.674583  -3.860820  -8.942419  -0.06
H  -20.116726  0.055577  -6.740708  0.06
H  -20.176073  1.805764  -6.808227  0.07
H  -19.326487  0.880044  -8.097646  0.07
H  -21.718037  1.601389  -8.844772  0.11
H  -22.420247  0.840767  -7.512069  0.12
H  -21.917625  -4.424818  -8.397432  0.09
H  -22.761588  -4.512987  -9.811439  0.09
H  -23.550533  -3.803188  -8.296288  0.09
C  -21.310442  1.471033  -0.756737  -0.06
C  -20.345561  2.179256  0.294296  -0.24
O  -20.770314  3.273522  1.032675  0.02
C  -20.866600  4.570808  0.486341  -0.52
O  -20.719223  4.922655  -0.682687  0.11
O  -21.324013  5.296651  1.465814  0.02
C  -21.848613  6.592489  1.200788  -0.03
H  -21.884355  2.152780  -1.384380  0.07
H  -22.089775  0.890232  -0.263397  0.06
H  -20.686240  0.738343  -1.268233  0.07
H  -19.500001  2.379573  -0.363733  0.11
H  -19.991973  1.326042  0.873166  0.12
H  -22.573891  6.899285  1.954411  0.10
H  -22.477278  6.648203  0.312097  0.09
H  -21.046395  7.314099  1.046368  0.10
C  -24.484684  -8.039926  12.123729  -0.05
C  -23.921792  -9.256039  12.919977  -0.21
O  -24.336881  -9.337958  14.270714  0.01
C  -23.973962  -10.417582  15.018473  -0.56
O  -23.155947  -11.257915  14.692477  0.12
O  -24.611220  -10.362426  16.188428  -0.01
C  -24.418989  -11.277461  17.261985  -0.03
H  -23.832492  -7.179405  12.272880  0.06
H  -25.416185  -7.773775  12.623303  0.07
H  -24.602348  -8.107477  11.042217  0.08
H  -22.832474  -9.259303  12.881573  0.12
H  -24.327809  -10.200529  12.557764  0.12
H  -24.780516  -12.235861  16.889350  0.10
H  -24.951378  -10.950162  18.155028  0.10
H  -23.355811  -11.427734  17.449522  0.09
C  -16.527238  -4.916771  11.477712  -0.05
C  -17.055525  -3.663903  12.274164  -0.18
O  -18.448613  -3.833177  12.506402  0.05
C  -18.870052  -3.846581  13.746353  -0.58
O  -18.143797  -3.688045  14.749150  0.06
O  -20.183659  -3.943562  13.845190  0.01
C  -20.703041  -4.066435  15.154050  -0.05
H  -15.992845  -5.653057  12.078045  0.07
H  -15.874150  -4.502041  10.709888  0.07
H  -17.317139  -5.511029  11.018350  0.07
H  -16.911886  -2.765704  11.673573  0.12
H  -16.445455  -3.443893  13.150231  0.12
H  -20.693753  -5.102125  15.493727  0.10
H  -21.712539  -3.656419  15.183766  0.09
H  -20.140599  -3.428789  15.836084  0.09
C  -15.787605  -9.724228  1.609235  -0.07
C  -16.454713  -10.961464  1.086907  -0.21
O  -17.118451  -11.729777  2.156717  0.02
C  -17.763720  -12.894863  1.857885  -0.56
O  -18.104472  -13.207020  0.702924  0.08
O  -18.102020  -13.524386  2.957820  0.02
C  -18.634091  -14.844234  2.903626  -0.04
H  -15.241553  -9.377672  0.731831  0.08
H  -15.123382  -9.957322  2.441442  0.08
H  -16.463175  -8.927322  1.920111  0.08
H  -15.806027  -11.505098  0.400063  0.12
H  -17.270178  -10.676926  0.421959  0.12
H  -19.694690  -14.960999  3.126326  0.09
H  -18.127850  -15.417063  3.680587  0.09
H  -18.427146  -15.351235  1.961159  0.09
C  -15.976933  -12.454853  -6.035841  -0.18
C  -16.695338  -13.690912  -5.500303  -0.18
C  -15.570788  -14.476894  -4.878871  -0.26
O  -14.472840  -14.297951  -5.698480  -0.14
C  -14.528165  -12.923039  -6.278992  -0.13
H  -16.002629  -11.709236  -5.241171  0.10
H  -16.366803  -11.903721  -6.891615  0.11
H  -17.215202  -14.240195  -6.285237  0.11
H  -17.450429  -13.291571  -4.823197  0.11
H  -15.846046  -15.521409  -4.732871  0.13
H  -15.385459  -13.950598  -3.942508  0.12
H  -14.174734  -13.003554  -7.306955  0.11
H  -13.865667  -12.287653  -5.691207  0.11
C  -26.301596  0.381610  8.933901  -0.16
C  -26.572649  1.729265  8.322082  -0.18
C  -26.070935  2.725078  9.284180  -0.25
O  -25.252252  2.041359  10.166915  -0.11
C  -25.790289  0.779467  10.278554  -0.26
H  -25.471405  -0.094483  8.412159  0.11
H  -27.109218  -0.349263  8.974949  0.12
H  -27.612618  1.946393  8.078299  0.12
H  -26.025856  1.865473  7.389048  0.11
H  -26.815036  3.337693  9.793208  0.12
H  -25.423801  3.470314  8.821641  0.12
H  -26.596564  0.721003  11.009725  0.12
H  -24.943685  0.225867  10.684625  0.13

Cartesian forces (eV/Å) of the 2 atoms listed first:
0.528 -0.974 0.477
-0.420 1.746 -0.236

***

- Which value of max |F| does entry 2 give?
  0.08953 Eh/bohr